{
  "formula": "C2HClNO",
  "method": "wB97M-V/def2-TZVPD",
  "orbital_gap_ev": 12.9,
  "total_charge": 1,
  "energy_ha": -666.6345,
  "homo_energy_ha": -0.6767,
  "largest_force_ev_per_a": 2.48,
  "relative_energy_kj_mol": 15.06,
  "lumo_ev": -5.52,
  "species": ["C", "C", "N", "O", "Cl", "H"],
  "positions_angstrom": [[-0.845, 0.757, 1.222], [0.757, -0.693, -0.887], [-0.271, 0.286, 0.375], [1.626, -1.236, -0.382], [0.183, -0.322, -2.304], [-1.449, 1.208, 1.976]],
  "lowdin_charge": [0.194, -0.779, 0.165, 0.241, 1.058, 0.121]
}